Record 1
DFT (the ωB97M-V functional and the def2-TZVPD basis) results for a cluster of 2 separate species, C5H14NO2 in total.

Cartesian coordinates (Å):
O 2.2804 -1.9425 0.0083
C 1.5566 -0.9951 -0.1689
C 0.2918 -1.0881 -0.9617
C -0.9036 -0.8237 -0.0033
C -0.7281 0.4332 0.8749
C -1.1712 1.7129 0.1623
N 0.2901 -2.4263 -1.6819
H 1.7868 0.0019 0.2247
H 0.3472 -0.1548 -1.5561
H -0.9594 -1.6368 0.7389
H -1.8485 -0.7698 -0.4944
H -1.3711 0.2791 1.7682
H 0.2048 0.5008 1.4116
H -1.9963 1.4693 -0.5313
H -0.4500 2.1611 -0.4967
H -1.4627 2.4999 0.8408
H -0.2939 -3.0086 -1.0455
H -0.2322 -2.4520 -2.5811
H 1.2642 -2.7563 -1.7854
H 0.4138 3.0895 1.4557
H 1.7145 3.2393 2.2260
O 1.2667 2.6668 1.5946

Forces on the atoms, in the same order (eV/Å):
-0.21 0.05 -0.31
0.91 -0.54 0.40
-0.31 1.86 0.39
1.16 -0.90 1.37
-1.21 0.14 0.64
-0.25 -0.54 -0.67
-1.69 0.67 0.28
0.04 0.02 0.06
-0.15 -1.01 -0.92
0.03 -0.23 -0.45
-0.60 0.00 -0.66
-0.21 0.02 -0.77
0.64 0.16 -0.47
-0.07 0.26 0.63
0.82 0.02 -0.21
-0.40 0.06 0.26
1.01 -0.25 -0.44
0.65 0.36 0.49
-0.37 -0.22 0.31
0.07 0.07 0.01
0.12 -0.04 0.00
0.01 0.02 0.06

Calculated values
Energy (eV): -10989.71049
E_HOMO (eV): -14.45
Strongest force on any atom (hartree/bohr): 0.039
ΔE to the lowest compared entry with this formula, charge and spin (kcal per mole): 48.28
Orbital gap (eV): 10.85
Net charge: +1

---

Record 2
DFT (the ωB97M-V functional and the def2-TZVPD basis) results for the ion C5H14NO2Si2 with charge -1.

Cartesian coordinates (Å):
C -0.5728 -0.8095 1.5079
C -3.3797 0.8164 -0.4653
C -1.1920 2.4179 0.1237
C 3.2094 -0.7930 1.0844
C 1.8347 -1.9529 -1.4401
N 0.1255 -0.2244 0.4961
O -1.8121 -0.3967 1.3520
O -0.1976 -1.5317 2.4118
Si -1.4509 0.5628 -0.1180
Si 1.6763 -0.5434 -0.1353
H -4.1338 1.0648 0.3371
H -3.5028 1.7040 -1.2417
H -3.7996 -0.0700 -0.8070
H -1.2159 2.6101 1.1942
H -0.2423 2.7131 -0.2773
H -1.9217 3.1046 -0.3130
H 4.1700 -0.4118 0.7163
H 3.0595 -0.3929 2.0781
H 3.3498 -1.8072 1.1617
H 1.5264 -2.8639 -0.8748
H 1.0490 -1.8882 -2.3594
H 2.6262 -2.2172 -2.0490
H -1.2115 0.0512 -1.6088
H 2.0059 0.8582 -0.7737

Forces on the atoms, in the same order (eV/Å):
0.51 -0.54 0.94
-0.33 2.86 0.13
0.37 0.04 0.11
-1.12 1.88 -0.93
-4.43 0.02 -0.50
0.96 -0.31 -0.24
-0.94 0.51 -0.38
0.40 -0.35 0.07
-2.15 0.38 -1.32
2.14 1.78 -0.67
1.12 0.15 -0.12
0.21 -1.98 1.12
-0.77 -1.76 -1.41
0.25 0.05 0.27
0.85 0.32 0.06
-0.20 -0.49 -0.12
-0.40 0.27 -0.32
-0.24 0.14 0.21
0.28 -2.67 0.47
0.16 0.33 -0.43
1.04 0.22 2.46
2.61 -0.11 -0.45
-0.08 0.42 0.91
-0.22 -1.17 0.12

Calculated values
Energy (eV): -26755.79836
E_HOMO (eV): -4.80
Strongest force on any atom (hartree/bohr): 0.087
ΔE to the lowest compared entry with this formula, charge and spin (kcal per mole): 0.00
Orbital gap (eV): 8.40
Net charge: -1

---

Record 3
DFT (the ωB97M-V functional and the def2-TZVPD basis) results for a cluster of 2 separate species, C5H14NS in total.

Cartesian coordinates (Å):
C -1.7186 0.4766 -0.6060
C -0.9107 -1.8148 -0.6216
C -0.4786 -0.4211 1.3044
C 0.7469 -0.1029 -0.8455
C 1.4359 2.5592 0.0826
N -0.4687 -0.4194 -0.1943
S 2.0568 2.2842 1.6203
H -1.7554 0.4290 -1.7496
H -2.5608 0.0925 -0.0286
H -1.5100 1.5821 -0.2842
H -0.2688 -2.6996 -0.2892
H -1.8483 -1.8359 -0.0820
H -1.2509 -1.6743 -1.6023
H 0.5493 -0.1128 1.7635
H -1.2971 0.2048 1.6271
H -0.4445 -1.4662 1.7312
H 1.6548 -0.5328 -0.4963
H 0.7023 -0.1634 -1.9290
H 1.9435 2.8649 -0.8260
H 0.3149 2.5183 0.0467
H 3.2133 2.9701 1.5526

Forces on the atoms, in the same order (eV/Å):
2.28 1.64 -0.86
-0.63 -0.12 2.07
3.37 -0.72 1.83
0.99 1.33 -1.17
-2.21 -0.86 -0.90
-2.05 -0.71 0.63
0.47 0.26 0.52
-0.39 0.02 1.80
0.00 -0.01 -0.59
-0.27 -2.22 -0.61
-0.52 1.67 -0.90
-0.27 -0.97 0.29
0.41 -0.72 -1.83
-1.88 0.37 -1.22
0.09 -0.18 0.53
-0.95 1.00 -0.78
0.34 -0.27 0.92
-0.39 0.34 0.05
0.18 0.06 0.42
1.44 0.26 -0.04
0.00 -0.18 -0.14

Calculated values
Energy (eV): -17725.63916
E_HOMO (spin up / spin down) (eV): -12.88 / -11.03
Strongest force on any atom (hartree/bohr): 0.076
ΔE to the lowest compared entry with this formula, charge and spin (kcal per mole): 130.08
Orbital gap (spin up / spin down) (eV): 9.51 / 6.71
Net charge: +1

---

Record 4
DFT (the ωB97M-V functional and the def2-TZVPD basis) results for a cluster of 2 separate species, C5H14NS in total.

Cartesian coordinates (Å):
C 1.4791 -1.7966 0.0726
C -0.2238 -1.5089 1.9340
C -0.6779 2.3055 -1.9016
C 0.0883 -1.4759 0.4577
C -0.5234 0.7938 0.1172
N -0.6088 0.9694 -1.3672
S 0.9085 1.6340 0.7768
H 2.2097 -1.6484 0.8779
H 1.4213 -2.7272 -0.3067
H 1.9150 -1.1468 -0.7469
H -1.3002 -1.0296 2.0142
H 0.5714 -1.0217 2.5697
H -0.4688 -2.5158 2.2172
H -0.0267 2.8786 -1.2433
H -0.5130 2.3746 -2.9398
H -1.5910 2.8745 -1.8027
H -0.5769 -1.8536 -0.2233
H -1.4057 0.7341 0.7240
H -1.4449 0.4619 -1.7576
H 0.2464 0.2369 -1.5604
H 0.5215 1.4612 2.0884

Forces on the atoms, in the same order (eV/Å):
1.12 4.56 0.40
-2.36 1.63 -0.79
1.02 2.26 0.97
0.98 3.41 1.83
1.84 -3.12 0.67
-0.16 -4.47 0.18
-0.60 0.16 0.78
-0.35 -0.47 -0.08
0.43 -3.48 -1.16
-0.64 -0.50 0.44
2.21 -0.52 0.45
-1.06 -0.62 -0.67
0.51 -0.72 0.46
0.59 0.32 -0.83
1.02 -0.25 -1.13
-1.05 -0.93 0.66
-2.11 -0.98 -1.22
-0.56 0.56 -0.31
0.95 0.13 0.85
-2.04 2.88 -0.59
0.26 0.13 -0.93

Calculated values
Energy (eV): -17726.62394
E_HOMO (eV): -11.88
Strongest force on any atom (hartree/bohr): 0.092
ΔE to the lowest compared entry with this formula, charge and spin (kcal per mole): 107.37
Orbital gap (eV): 8.35
Net charge: +1

---

Record 5
DFT (the ωB97M-V functional and the def2-TZVPD basis) results for a structure of composition C5H14NS.

Cartesian coordinates (Å):
C 1.5300 0.1767 -0.1665
C -0.8772 -0.8232 -2.0898
C -0.4164 -1.8542 0.0716
C 0.1826 2.1822 2.2353
C 0.0725 0.4729 -0.2476
N -0.8192 -0.5527 -0.6515
S -0.5164 0.5409 1.9565
H 1.6498 -0.6149 0.4903
H 2.1530 1.0279 0.1387
H 1.9883 0.0186 -1.1329
H -1.7686 -1.5706 -2.1976
H -1.2173 0.1354 -2.6331
H 0.0621 -1.1181 -2.4521
H 0.3044 -2.2727 -0.5406
H -0.0787 -1.5814 1.0686
H -1.2290 -2.5547 0.0394
H 0.4606 2.5904 1.2466
H 1.1174 2.0853 2.9234
H -0.6241 2.7609 2.5646
H -0.1978 1.5064 -0.3694
H -1.7760 -0.5550 -0.2539

Forces on the atoms, in the same order (eV/Å):
0.20 1.54 -1.58
-4.25 1.17 -1.20
-0.55 0.72 -0.01
2.41 -1.10 -0.15
-0.01 1.92 5.32
-0.87 -2.89 0.94
0.73 0.07 -2.77
0.89 -1.52 0.99
-0.77 0.03 0.51
-0.05 -0.71 -0.58
2.07 1.02 -0.28
0.62 -1.44 0.85
1.07 -0.74 -0.48
1.91 -0.89 -0.74
-0.12 -0.42 -0.13
-0.71 0.01 0.26
0.19 -0.08 0.61
-1.92 0.56 -1.17
-0.72 1.13 1.07
-0.56 -0.03 -1.01
0.44 1.65 -0.45

Calculated values
Energy (eV): -17728.30349
E_HOMO (eV): -12.79
Strongest force on any atom (hartree/bohr): 0.110
ΔE to the lowest compared entry with this formula, charge and spin (kcal per mole): 68.64
Orbital gap (eV): 8.67
Net charge: +1

---

Record 6
DFT (the ωB97M-V functional and the def2-TZVPD basis) results for a cluster of 2 separate species, C5H14O in total.

Cartesian coordinates (Å):
C -1.5354 -0.9439 1.2663
C -0.1203 -0.5597 0.6258
C -0.1188 1.0759 0.2588
C -0.5486 1.3421 -1.2342
C 1.3360 1.5574 0.6483
H -2.2101 -0.2969 0.9586
H -2.0219 -2.0417 1.2580
H -1.6002 -0.9256 2.2663
H 0.6981 -0.7411 1.3561
H 0.1165 -1.2856 -0.1704
H -0.9097 1.5785 0.8144
H -1.1942 0.4488 -1.7035
H 0.2438 1.6121 -1.9399
H -1.2552 2.2988 -1.2779
H 1.4596 2.6148 0.6454
H 1.8500 0.9839 -0.1453
H 1.3982 1.1143 1.6459
O 1.5871 -2.2910 -2.1048
H 2.0747 -2.8775 -1.4134
H 0.7502 -2.6635 -1.7543

Forces on the atoms, in the same order (eV/Å):
2.70 -4.87 -1.62
-1.16 0.59 0.98
0.24 -1.85 -0.97
-2.49 0.35 -0.47
-2.54 -2.13 -0.89
-3.44 2.84 -1.88
1.45 1.96 -1.31
0.70 1.00 4.05
-0.63 0.20 -0.21
-0.19 1.00 -0.28
0.21 -0.33 0.63
1.50 1.94 1.10
0.19 -0.48 0.27
1.30 -1.99 0.17
0.30 0.71 -0.19
0.89 0.67 0.83
0.96 0.42 -0.15
0.33 -2.65 2.95
0.07 1.74 -1.94
-0.37 0.87 -1.06

Calculated values
Energy (eV): -7457.17024
E_HOMO (eV): -10.74
Strongest force on any atom (hartree/bohr): 0.113
ΔE to the lowest compared entry with this formula, charge and spin (kcal per mole): 60.31
Orbital gap (eV): 11.44
SMILES: CCC(C)C.O

---

Record 7
DFT (the ωB97M-V functional and the def2-TZVPD basis) results for a cluster of 2 separate species, C5H14O in total.

Cartesian coordinates (Å):
C 0.4389 1.3869 1.1969
C -0.2024 1.7671 -0.1344
C -1.7280 1.8776 0.0411
H 0.6046 2.2926 1.7895
H 1.3941 0.8950 1.0397
H -0.2241 0.7902 1.8084
H -0.0316 0.9896 -0.8844
H 0.2125 2.6876 -0.5311
H -2.2592 2.2821 -0.8178
H -2.1263 0.9022 0.3215
H -1.8920 2.5295 0.9027
C 1.1715 -2.0273 0.2050
C 0.6618 -2.0497 -1.2188
O -0.7247 -1.6752 -1.3137
H 0.4330 -2.2599 0.9767
H 2.0143 -2.6941 0.4165
H 1.5671 -1.0583 0.5001
H 0.7596 -3.0341 -1.6785
H 1.1651 -1.2692 -1.7858
H -1.2340 -2.3326 -0.8335

Forces on the atoms, in the same order (eV/Å):
0.18 0.91 -0.15
-0.87 -0.71 -0.26
0.61 0.30 0.56
0.16 -0.04 -0.04
0.06 -0.03 0.25
-0.07 -0.55 -0.04
0.18 0.01 0.05
0.10 0.20 0.01
0.04 -0.09 -0.07
-0.10 -0.03 -0.22
-0.31 0.15 -0.07
0.73 0.05 1.06
-0.85 0.22 0.15
0.25 0.09 0.12
-0.30 -0.15 -0.34
-0.13 -0.23 -0.46
-0.21 0.22 -0.23
0.39 0.05 -0.11
0.22 -0.34 -0.27
-0.10 -0.03 0.05

Calculated values
Energy (eV): -7459.01308
E_HOMO (eV): -10.42
Strongest force on any atom (hartree/bohr): 0.025
ΔE to the lowest compared entry with this formula, charge and spin (kcal per mole): 17.81
Orbital gap (eV): 11.44
SMILES: CCC.CCO

---

Record 8
DFT (the ωB97M-V functional and the def2-TZVPD basis) results for a cluster of 2 separate species, C5H14O in total.

Cartesian coordinates (Å):
C -1.8321 -0.1180 -0.3974
C -1.2158 -0.7678 0.8246
C 0.3166 -0.9260 0.8112
C 0.9861 0.3140 1.4239
C 0.8748 -1.1903 -0.5791
H -1.3816 0.8477 -0.6362
H -1.7338 -0.7447 -1.2895
H -2.8945 0.0985 -0.3173
H -1.4758 -0.2219 1.7247
H -1.7335 -1.7205 0.9843
H 0.5503 -1.8312 1.3722
H 2.0618 0.1939 1.3121
H 0.7024 0.4322 2.4609
H 0.6925 1.1829 0.8338
H 0.4282 -2.0701 -1.0508
H 1.9500 -1.3803 -0.5879
H 0.6346 -0.4603 -1.3439
O 0.6275 2.1611 -1.5853
H 1.0495 1.7149 -2.3278
H 1.0703 3.0117 -1.5128

Forces on the atoms, in the same order (eV/Å):
0.06 0.53 -0.63
-0.46 -0.43 0.20
-0.20 0.14 -0.42
-0.08 -0.68 -0.76
-0.20 -0.76 -0.89
0.21 -0.06 0.02
0.11 0.00 0.11
-0.19 -0.21 0.40
-0.07 0.41 0.18
0.33 -0.21 -0.18
0.12 0.14 0.41
0.18 0.19 0.30
0.06 0.15 0.26
-0.02 0.11 0.15
-0.06 -0.39 0.41
0.02 0.22 0.17
0.18 0.74 0.30
0.00 0.02 -0.07
-0.01 0.07 0.07
0.02 0.01 -0.04

Calculated values
Energy (eV): -7459.50687
E_HOMO (eV): -10.62
Strongest force on any atom (hartree/bohr): 0.023
ΔE to the lowest compared entry with this formula, charge and spin (kcal per mole): 6.42
Orbital gap (eV): 11.33
SMILES: CCC(C)C.O

---

Record 9
DFT (the ωB97M-V functional and the def2-TZVPD basis) results for a cluster of 2 separate species, C5H14O in total.

Cartesian coordinates (Å):
C 0.1231 -1.2004 0.8474
C -0.2202 -1.2540 -0.6414
C -0.6747 -2.6222 -1.1336
O -1.1505 -0.2147 -0.9896
H 0.8218 -0.4009 1.1108
H 0.6635 -2.1364 1.0122
H -0.6854 -1.0060 1.5580
H 0.6919 -0.9419 -1.1655
H -1.7634 -2.6387 -1.2928
H -0.1774 -2.8837 -2.0521
H -0.5111 -3.3710 -0.3732
H -2.0065 -0.5828 -1.2563
C 0.8840 2.4007 1.6520
C 1.0444 2.7847 0.1932
H 1.7887 2.0030 2.0952
H 0.6968 3.2078 2.3586
H 0.1184 1.6574 1.8213
H 2.0680 3.0828 0.0159
H 0.6764 2.0258 -0.4821
H 0.4274 3.6493 -0.0606

Forces on the atoms, in the same order (eV/Å):
0.62 0.04 0.08
-0.17 1.12 0.05
-0.66 0.33 0.37
-0.35 0.01 -0.10
0.08 0.02 -0.52
-0.19 0.04 0.67
-0.36 -0.70 -0.38
-0.02 -0.36 -0.01
0.23 0.10 -0.12
0.06 -0.26 -0.32
0.32 -0.36 0.06
0.47 0.00 0.21
0.16 -0.10 0.86
-0.54 0.81 0.33
0.43 -0.51 -0.30
-0.38 0.47 -0.39
-0.34 -0.12 -0.06
0.26 -0.16 -0.44
0.40 -0.49 -0.15
0.00 0.12 0.16

Calculated values
Energy (eV): -7458.88551
E_HOMO (eV): -10.10
Strongest force on any atom (hartree/bohr): 0.022
ΔE to the lowest compared entry with this formula, charge and spin (kcal per mole): 20.75
Orbital gap (eV): 11.12
SMILES: CC(C)O.CC

---

Record 10
DFT (the ωB97M-V functional and the def2-TZVPD basis) results for a cluster of 3 separate species, C5H14O2 in total.

Cartesian coordinates (Å):
C 1.4952 -0.9365 -2.0380
C 0.5222 -1.1116 -1.1345
C -0.5111 0.0419 -0.8412
C -1.6401 -0.2412 0.1326
C -2.4529 0.9547 0.6233
H 1.3183 -0.2897 -2.9430
H 2.1696 -1.7594 -2.2472
H 0.4007 -2.0868 -0.6108
H -0.9803 0.3369 -1.7646
H 0.2127 0.7751 -0.3361
H -2.3368 -0.8802 -0.3710
H -1.2283 -0.7174 1.0925
H -3.2452 0.6511 1.3673
H -3.0281 1.3803 -0.2834
H -1.7011 1.5246 1.1164
O 2.9023 0.2994 0.5124
H 3.7269 0.5845 -0.1099
H 2.3142 0.3954 -0.2719
O 0.3980 0.5453 2.4969
H 1.1755 0.1702 2.1888
H 0.4882 0.3633 3.4214

Forces on the atoms, in the same order (eV/Å):
-1.34 -0.86 -1.62
-1.22 0.41 -0.07
2.03 -0.49 1.41
0.29 -1.20 1.80
-1.39 -0.75 -1.34
0.60 0.19 1.50
0.17 0.05 0.18
0.47 1.00 0.11
0.39 0.76 -0.51
-1.48 -0.14 -1.08
-0.30 -1.02 -0.08
-0.54 0.24 -1.56
0.94 0.16 -0.73
1.17 0.10 1.57
-0.02 1.52 0.25
2.68 1.54 -3.67
-2.10 -1.05 2.88
-0.48 -0.54 0.98
-2.06 0.97 0.53
2.56 -0.98 -1.60
-0.37 0.07 1.05

Calculated values
Energy (eV): -9504.95599
E_HOMO (eV): -9.69
Strongest force on any atom (hartree/bohr): 0.093
ΔE to the lowest compared entry with this formula, charge and spin (kcal per mole): 47.13
Orbital gap (eV): 10.48
SMILES: C=CCCC.O.O